[1]
ORCA calculation (the ωB97M-V functional and the def2-TZVPD basis) on an isolated molecule of C2H3NO3.

Properties
**Net charge**: 0
**Gap between HOMO and LUMO**: 10.54 eV
**Energy above the lowest of the compared OMol25 structures with the same formula, charge and spin**: 88.1 kcal per mole
**2S+1**: 1
**Highest occupied orbital energy**: -10.4 eV
**E**: -358.38936 a.u.
**SMILES**: O=CN(O)C=O

Last column: natural (NBO) charge in e.
Element x y z (Å)
C -0.9405 -0.3826 0.9579  0.49
C 1.1215 0.7575 -0.1467  0.49
H 0.1442 -1.0889 -1.6155  0.47
H -0.7654 0.2405 1.9483  0.14
H 1.6073 1.0307 0.8276  0.17
N -0.2076 0.0650 -0.1169  -0.21
O -0.6595 -0.3927 -1.3068  -0.48
O -1.8472 -1.2013 0.7462  -0.54
O 1.5471 0.9719 -1.2942  -0.53

[2]
ORCA calculation (the ωB97M-V functional and the def2-TZVPD basis) on an isolated molecule of C2H3NO3.

Properties
**Net charge**: 0
**Gap between HOMO and LUMO**: 10.21 eV
**Energy above the lowest of the compared OMol25 structures with the same formula, charge and spin**: 86.6 kcal per mole
**2S+1**: 1
**Highest occupied orbital energy**: -9.6 eV
**E**: -358.39159 a.u.
**SMILES**: O=CO/C=N\O

Last column: natural (NBO) charge in e.
Element x y z (Å)
C -0.6652 -0.3841 0.1111  0.30
C 0.4134 1.6469 -0.5436  0.66
H 0.5976 -2.8762 0.9740  0.48
H -1.5448 0.3437 0.3642  0.21
H 1.4303 1.7939 -0.8866  0.15
N -0.6049 -1.6430 0.5207  -0.19
O 0.7773 -1.9839 0.4678  -0.57
O 0.4247 0.2584 -0.3045  -0.52
O -0.5443 2.3083 -0.3510  -0.52

[3]
ORCA calculation (the ωB97M-V functional and the def2-TZVPD basis) on an isolated molecule of C2H3NO3.

Properties
**Net charge**: 0
**Gap between HOMO and LUMO**: 9.30 eV
**Energy above the lowest of the compared OMol25 structures with the same formula, charge and spin**: 97.1 kcal per mole
**2S+1**: 1
**Highest occupied orbital energy**: -9.7 eV
**E**: -358.37491 a.u.
**SMILES**: O=CC(=O)NO

Last column: natural (NBO) charge in e.
Element x y z (Å)
C -0.3264 0.8824 -0.1486  0.56
C -1.2262 -0.3481 -0.4687  0.33
H 1.2959 -1.5291 0.0728  0.49
H 1.6983 1.1006 0.3368  0.38
H -2.3018 -0.3502 -0.0013  0.16
N 0.9364 0.3937 0.0952  -0.35
O 1.2562 -0.7557 0.7695  -0.53
O -0.7748 1.9587 0.0284  -0.53
O -0.5575 -1.3522 -0.6839  -0.51

[4]
ORCA calculation (the ωB97M-V functional and the def2-TZVPD basis) on an isolated molecule of C2H3NO3.

Properties
**Net charge**: 0
**Gap between HOMO and LUMO (spin up / spin down)**: 7.26 / 7.53 eV
**Energy above the lowest of the compared OMol25 structures with the same formula, charge and spin**: 94.7 kcal per mole
**2S+1**: 3
**Highest occupied orbital energy (spin up / spin down)**: -6.9 / -10.8 eV
**E**: -358.24261 a.u.
**<S²>**: 2.01

Last column: Löwdin spin population.
Element x y z (Å)
C 0.1391 -0.5621 0.5730  0.27
C -1.1478 0.0253 0.1198  0.08
N 1.2955 0.3517 -0.4630  0.43
O 0.6365 -1.4193 1.2249  0.32
O 0.9667 1.3357 -1.0137  0.39
O 2.3850 -0.1595 -0.4643  0.48
H -1.7417 0.1705 1.0229  0.01
H -1.6447 -0.6312 -0.6322  0.02
H -0.8886 0.8890 -0.3673  0.00

[5]
ORCA calculation (the ωB97M-V functional and the def2-TZVPD basis) on an isolated molecule of C2H3NO3S.

Properties
**Net charge**: 0
**Gap between HOMO and LUMO**: 10.68 eV
**Energy above the lowest of the compared OMol25 structures with the same formula, charge and spin**: 90.9 kcal per mole
**2S+1**: 1
**Highest occupied orbital energy**: -10.2 eV
**E**: -756.53121 a.u.

Last column: natural (NBO) charge in e.
Element x y z (Å)
C -0.1020 -0.9191 -0.8157  0.02
C -0.7025 0.4998 -0.7844  -0.11
N 0.5083 -1.5642 0.0487  -0.07
O -0.2116 1.1268 0.4894  -0.78
O 1.7005 1.0544 2.1874  -0.86
O 0.7768 -1.0422 1.3092  -0.59
S 0.4110 0.4591 1.9183  1.76
H -0.0511 -1.2400 -1.9205  0.21
H -0.4038 1.0684 -1.6015  0.21
H -1.9255 0.5569 -0.8309  0.21

[6]
ORCA calculation (the ωB97M-V functional and the def2-TZVPD basis) on a structure of composition C2H3NO3S.

Properties
**Net charge**: 0
**Gap between HOMO and LUMO**: 11.03 eV
**Energy above the lowest of the compared OMol25 structures with the same formula, charge and spin**: 44.8 kcal per mole
**2S+1**: 1
**Highest occupied orbital energy**: -10.6 eV
**E**: -756.60474 a.u.

Last column: natural (NBO) charge in e.
Element x y z (Å)
C -1.2939 0.4207 -0.0456  0.77
C -0.1716 -1.1673 0.0299  -0.82
N -0.2026 1.2653 -0.1221  -0.86
O -2.4571 0.5552 0.0075  -0.51
O 1.8707 -0.0008 -1.1875  -0.90
O 1.8311 0.2599 1.2228  -0.90
S 1.1024 0.0492 0.0360  2.26
H -0.3150 -1.9079 0.8833  0.27
H -0.2038 -1.7325 -0.8693  0.25
H -0.1601 2.2583 0.0452  0.44

[7]
ORCA calculation (the ωB97M-V functional and the def2-TZVPD basis) on a cluster of 2 separate species, C2H3NO4 in total.

Properties
**Net charge**: 0
**Gap between HOMO and LUMO**: 9.76 eV
**Energy above the lowest of the compared OMol25 structures with the same formula, charge and spin**: 85.0 kcal per mole
**2S+1**: 1
**Highest occupied orbital energy**: -9.6 eV
**E**: -433.62813 a.u.
**SMILES**: O=C=NO.O=CO

Last column: natural (NBO) charge in e.
Element x y z (Å)
C -2.5047 2.0928 -1.5849  0.76
C 0.2292 -0.3421 0.4997  0.65
N -1.4523 2.4497 -1.2679  -0.24
O -3.6593 1.9522 -1.6992  -0.57
O -0.1088 2.5588 -1.2073  -0.48
O 0.1614 0.7076 1.0318  -0.56
O 0.1572 -0.3648 -0.8253  -0.70
H 0.4083 -1.3751 1.0556  0.12
H 0.1631 1.7902 -0.6675  0.50
H -0.0592 -1.1752 -1.2460  0.50

[8]
ORCA calculation (the ωB97M-V functional and the def2-TZVPD basis) on an isolated molecule of C2H3NOS.

Properties
**Net charge**: 0
**Gap between HOMO and LUMO**: 8.70 eV
**Energy above the lowest of the compared OMol25 structures with the same formula, charge and spin**: 1.1 kcal per mole
**2S+1**: 1
**Highest occupied orbital energy**: -9.1 eV
**E**: -606.18569 a.u.
**SMILES**: O=CNC=S

Last column: natural (NBO) charge in e.
Element x y z (Å)
C 1.3799 -0.4169 0.0047  0.54
C -0.7632 0.8152 0.0020  -0.07
H 0.7714 -1.3492 -0.0139  0.16
H 1.1291 1.5746 -0.0021  0.41
H -1.1201 1.8185 0.0169  0.20
N 0.5830 0.7455 -0.0076  -0.62
O 2.5840 -0.3456 0.0016  -0.53
S -1.8271 -0.4305 0.0000  -0.08

[9]
ORCA calculation (the ωB97M-V functional and the def2-TZVPD basis) on an isolated molecule of C2H3NOS.

Properties
**Net charge**: 0
**Gap between HOMO and LUMO**: 10.96 eV
**Energy above the lowest of the compared OMol25 structures with the same formula, charge and spin**: 25.5 kcal per mole
**2S+1**: 1
**Highest occupied orbital energy**: -10.4 eV
**E**: -606.14668 a.u.
**SMILES**: N#C[C@H](O)S

Last column: natural (NBO) charge in e.
Element x y z (Å)
C 1.0884 -0.0567 1.1887  0.23
C -0.1201 0.2941 0.5705  -0.15
N 2.1273 -0.2867 1.6099  -0.28
O -0.7564 -0.8746 0.1278  -0.67
S 0.1166 1.5364 -0.7259  -0.02
H -0.5960 0.7208 1.4274  0.24
H -0.4377 -0.9686 -0.7726  0.48
H 1.4842 1.6567 -0.8307  0.16

[10]
ORCA calculation (the ωB97M-V functional and the def2-TZVPD basis) on an isolated molecule of C2H3NOS.

Properties
**Net charge**: 0
**Gap between HOMO and LUMO**: 9.92 eV
**Energy above the lowest of the compared OMol25 structures with the same formula, charge and spin**: 82.5 kcal per mole
**2S+1**: 1
**Highest occupied orbital energy**: -9.5 eV
**E**: -606.05594 a.u.
**SMILES**: CN1OC1=S

Last column: natural (NBO) charge in e.
Element x y z (Å)
C 1.3897 0.0421 -0.2636  0.28
C -1.0088 -0.1759 0.1140  -0.46
N 0.1020 -0.0901 -0.7890  -0.17
O 0.8413 1.1111 -0.7704  -0.33
S 2.6509 -0.5118 0.4579  0.05
H -1.7447 -0.8141 -0.1502  0.22
H -0.8780 -0.3764 1.2240  0.19
H -1.3523 0.8151 0.1771  0.22

[11]
ORCA calculation (the ωB97M-V functional and the def2-TZVPD basis) on an isolated molecule of C2H3NOS.

Properties
**Net charge**: 0
**Gap between HOMO and LUMO**: 8.67 eV
**Energy above the lowest of the compared OMol25 structures with the same formula, charge and spin**: 9.8 kcal per mole
**2S+1**: 1
**Highest occupied orbital energy**: -9.1 eV
**E**: -606.17176 a.u.
**SMILES**: O=CNC=S

Last column: natural (NBO) charge in e.
Element x y z (Å)
C 0.0450 0.0140 -0.4808  -0.09
C -0.0509 0.5852 1.7608  0.53
H 0.7857 0.7089 -0.3263  0.21
H -1.0169 -1.0587 0.9857  0.42
H -0.6120 0.4530 2.7520  0.13
N -0.3504 -0.3058 0.8132  -0.62
O 0.7805 1.4360 1.6071  -0.56
S -0.1820 -0.8154 -1.8525  -0.01

[12]
ORCA calculation (the ωB97M-V functional and the def2-TZVPD basis) on an isolated molecule of C2H3NOS.

Properties
**Net charge**: 0
**Gap between HOMO and LUMO**: 10.33 eV
**Energy above the lowest of the compared OMol25 structures with the same formula, charge and spin**: 32.9 kcal per mole
**2S+1**: 1
**Highest occupied orbital energy**: -9.6 eV
**E**: -606.13495 a.u.
**SMILES**: C=NSC=O

Last column: natural (NBO) charge in e.
Element x y z (Å)
C 0.5639 0.4174 -0.6495  -0.05
C -2.3234 -0.9657 0.8891  0.23
N -0.4609 0.0176 -0.0324  -0.60
O -3.3601 -1.4574 1.2069  -0.51
S -2.0324 0.0712 -0.4941  0.44
H 0.5848 0.9014 -1.6203  0.16
H 1.5145 0.2521 -0.1564  0.18
H -1.3614 -1.1033 1.4019  0.16

[13]
ORCA calculation (the ωB97M-V functional and the def2-TZVPD basis) on a structure of composition C2H3NOS.

Properties
**Net charge**: 0
**Gap between HOMO and LUMO**: 10.43 eV
**Energy above the lowest of the compared OMol25 structures with the same formula, charge and spin**: 10.0 kcal per mole
**2S+1**: 1
**Highest occupied orbital energy**: -9.9 eV
**E**: -606.17143 a.u.

Last column: natural (NBO) charge in e.
Element x y z (Å)
C 1.1595 -0.4177 0.0350  0.55
C -0.7545 0.6726 0.0824  -0.29
N -0.1830 -0.6351 0.0415  -0.64
O 2.1208 -1.1426 0.0711  -0.56
S 0.9696 1.3727 0.0178  0.14
H -1.4070 0.7232 -0.7098  0.19
H -1.2624 0.7672 0.9574  0.20
H -0.6430 -1.3403 -0.4953  0.40

[14]
ORCA calculation (the ωB97M-V functional and the def2-TZVPD basis) on a structure of composition C2H3NOS.

Properties
**Net charge**: 0
**Gap between HOMO and LUMO**: 10.35 eV
**Energy above the lowest of the compared OMol25 structures with the same formula, charge and spin**: 63.6 kcal per mole
**2S+1**: 1
**Highest occupied orbital energy**: -10.5 eV
**E**: -606.08606 a.u.

Last column: natural (NBO) charge in e.
Element x y z (Å)
C -2.1337 -0.2224 0.1574  0.10
C -0.2089 0.0718 0.5648  0.03
N -3.2548 -0.3837 0.2137  -0.43
O 0.2109 1.2147 0.1052  -0.65
S 0.5632 -1.3875 0.1361  0.03
H -0.5178 0.1859 1.6094  0.24
H 0.8334 1.2126 -0.5633  0.50
H 0.2771 -1.5984 -1.2667  0.17

[15]
ORCA calculation (the ωB97M-V functional and the def2-TZVPD basis) on a cluster of 2 separate species, C2H3NOS in total.

Properties
**Net charge**: 0
**Gap between HOMO and LUMO (spin up / spin down)**: 8.03 / 8.03 eV
**Energy above the lowest of the compared OMol25 structures with the same formula, charge and spin**: 122.9 kcal per mole
**2S+1**: 1
**Highest occupied orbital energy (spin up / spin down)**: -9.3 / -9.3 eV
**E**: -605.99148 a.u.

Last column: natural (NBO) charge in e.
Element x y z (Å)
C -0.8940 0.8163 1.1922  0.00
C 0.1292 -0.4586 -0.4392  -0.17
N -0.7707 -0.2066 0.4494  -0.46
O 1.5249 -1.6804 -2.1815  -0.87
S 0.3327 -1.8007 -1.3580  1.17
H -1.7066 0.8395 1.9004  0.19
H -0.2027 1.6566 1.1316  0.18
H 1.5872 0.8339 -0.6947  -0.03

[16]
ORCA calculation (the ωB97M-V functional and the def2-TZVPD basis) on an isolated molecule of C2H3NOS.

Properties
**Net charge**: 0
**Gap between HOMO and LUMO (spin up / spin down)**: 8.48 / 8.48 eV
**Energy above the lowest of the compared OMol25 structures with the same formula, charge and spin**: 58.0 kcal per mole
**2S+1**: 1
**Highest occupied orbital energy (spin up / spin down)**: -8.9 / -8.9 eV
**E**: -606.09486 a.u.
**SMILES**: O=CNC=S

Last column: natural (NBO) charge in e.
Element x y z (Å)
C -1.1215 -0.1868 -0.3892  -0.13
C 1.0539 0.4194 0.1761  0.50
N 0.0617 -0.6321 0.3788  -0.71
O 0.5922 1.4040 -0.3515  -0.58
S -2.6191 -0.2588 0.2407  0.07
H -0.7512 0.4444 -1.2885  0.25
H 0.6941 -1.6566 0.7103  0.44
H 2.0899 0.4665 0.5234  0.16

[17]
ORCA calculation (the ωB97M-V functional and the def2-TZVPD basis) on an isolated molecule of C2H3NOS2.

Properties
**Net charge**: 0
**Gap between HOMO and LUMO**: 8.39 eV
**Energy above the lowest of the compared OMol25 structures with the same formula, charge and spin**: 32.1 kcal per mole
**2S+1**: 1
**Highest occupied orbital energy**: -9.1 eV
**E**: -1004.33646 a.u.
**SMILES**: NC(=S)C(=O)S

Last column: natural (NBO) charge in e.
Element x y z (Å)
C -0.8058 -0.3774 0.1295  0.01
C 0.8255 -0.2777 0.6009  0.37
H -2.3740 -1.2202 1.1310  0.42
H -0.7568 -0.9725 2.1630  0.44
H 0.3349 1.0295 -1.1745  0.17
N -1.4058 -0.6879 1.3471  -0.79
O 1.3651 -0.6404 1.5779  -0.54
S -1.4861 0.0301 -1.3239  -0.04
S 1.5859 0.9094 -0.4608  -0.04

[18]
ORCA calculation (the ωB97M-V functional and the def2-TZVPD basis) on an isolated molecule of C2H3NOS2.

Properties
**Net charge**: 0
**Gap between HOMO and LUMO**: 8.27 eV
**Energy above the lowest of the compared OMol25 structures with the same formula, charge and spin**: 34.7 kcal per mole
**2S+1**: 1
**Highest occupied orbital energy**: -9.1 eV
**E**: -1004.33222 a.u.
**SMILES**: O=CC(=S)NS

Last column: natural (NBO) charge in e.
Element x y z (Å)
C -0.6983 0.1801 -0.4506  -0.04
C 0.5937 -0.1302 -1.3266  0.39
H 1.1875 -0.8961 1.9717  0.11
H -1.3598 0.2204 1.4363  0.41
H 0.4505 0.0859 -2.4062  0.14
N -0.5193 0.0202 0.8877  -0.74
O 1.5961 -0.5362 -0.8132  -0.48
S 0.8199 0.3717 1.8501  0.22
S -2.0703 0.6841 -1.1492  -0.03

[19]
ORCA calculation (the ωB97M-V functional and the def2-TZVPD basis) on an isolated molecule of C2H3NOS2.

Properties
**Net charge**: 0
**Gap between HOMO and LUMO**: 8.80 eV
**Energy above the lowest of the compared OMol25 structures with the same formula, charge and spin**: 30.5 kcal per mole
**2S+1**: 1
**Highest occupied orbital energy**: -9.3 eV
**E**: -1004.33893 a.u.
**SMILES**: O=CN(S)C=S

Last column: natural (NBO) charge in e.
Element x y z (Å)
C 0.5044 1.0637 0.3994  -0.14
C -0.3616 -1.2468 0.7012  0.56
H 0.3401 0.5219 -2.3389  0.15
H 0.5397 0.8587 1.5179  0.23
H -0.8477 -1.9579 0.0106  0.12
N -0.0480 -0.1317 -0.1438  -0.62
O -0.1859 -1.3884 1.8755  -0.52
S -0.6426 -0.2035 -1.7353  0.19
S 0.7015 2.4840 -0.2867  0.03

[20]
ORCA calculation (the ωB97M-V functional and the def2-TZVPD basis) on a cluster of 2 separate species, C2H3NOS2 in total.

Properties
**Net charge**: 0
**Gap between HOMO and LUMO (spin up / spin down)**: 5.24 / 5.24 eV
**Energy above the lowest of the compared OMol25 structures with the same formula, charge and spin**: 106.9 kcal per mole
**2S+1**: 1
**Highest occupied orbital energy (spin up / spin down)**: -7.2 / -7.2 eV
**E**: -1004.21722 a.u.

Last column: natural (NBO) charge in e.
Element x y z (Å)
C -0.0683 1.3575 1.2066  0.02
C 1.5718 0.0090 0.0088  -0.37
N 0.5658 0.5386 0.6208  -0.24
O -0.2656 -1.1873 -1.3814  -0.81
S -2.6529 -1.0876 0.2454  -0.26
S -1.7042 -0.8500 -1.3965  1.03
H -0.9360 1.8847 1.4498  0.22
H 1.7321 -1.0736 0.1709  0.20
H 1.7574 0.4086 -0.9244  0.19